No. 1
{
  "formula": "C8H10N2O",
  "method": "the ωB97M-V functional and the def2-TZVPD basis",
  "orbital_gap_ev": 10.239,
  "multiplicity": 1,
  "lumo_energy_ev": 0.71,
  "mol_weight_g_mol": 150.18,
  "e_tot_ev": -13482.613,
  "species": ["O", "N", "N", "C", "C", "C", "C", "C", "C", "C", "C", "H", "H", "H", "H", "H", "H", "H", "H", "H", "H"],
  "positions_angstrom": [[-1.21920, 2.55656, 0.15413], [-3.61485, -0.78393, -0.26900], [-1.76393, 0.28552, 0.15927], [2.44709, -1.02808, -0.10176], [-2.58087, -1.68582, 0.05915], [0.92638, 0.80970, 0.60550], [-3.06863, 0.36453, -0.28000], [1.91742, 1.50948, -0.29182], [1.54395, 0.05389, -0.47040], [-0.90214, 1.41669, 0.21188], [-1.46891, -1.03155, 0.42635], [-3.69803, 1.21120, -0.45950], [1.07750, 0.76943, 1.63179], [-0.46537, -1.27881, 0.59496], [-2.79631, -2.75333, 0.30597], [2.08906, -1.77171, 0.67145], [2.89873, 1.57583, 0.22778], [2.68323, -1.71741, -0.96889], [3.42411, -0.43631, 0.06170], [0.87456, -0.31500, -1.24772], [1.69621, 2.24912, -1.02084]]
}



No. 2
{
  "formula": "C28H24F3N2O",
  "method": "the ωB97M-V functional and the def2-TZVPD basis",
  "orbital_gap_ev": 8.185,
  "multiplicity": 1,
  "smiles": "CN(C)c1cc[n+]([C@@H](C(=O)c2ccccc2)[C@H](c2cccc(F)c2)c2cc(F)cc(F)c2)cc1",
  "total_charge": 1,
  "lumo_energy_ev": -3.52,
  "mol_weight_g_mol": 461.51,
  "e_tot_ev": -42598.059,
  "species": ["F", "F", "F", "O", "N", "N", "C", "C", "C", "C", "C", "C", "C", "C", "C", "C", "C", "C", "C", "C", "C", "C", "C", "C", "C", "C", "C", "C", "C", "C", "C", "C", "C", "C", "H", "H", "H", "H", "H", "H", "H", "H", "H", "H", "H", "H", "H", "H", "H", "H", "H", "H", "H", "H", "H", "H", "H", "H"],
  "positions_angstrom": [[-3.79152, 2.89558, 2.53406], [2.27853, 3.28095, 3.38362], [4.41737, -0.56320, 1.57193], [-1.68365, -1.84422, -0.95548], [0.67254, -0.15326, -1.27559], [4.34044, -1.18978, -3.03816], [0.95267, 1.38741, 2.78921], [5.63155, -0.81390, -2.44843], [-0.42576, 0.08273, -0.30790], [0.77569, -1.26694, -2.06724], [-3.03898, 0.11352, -0.79232], [2.97313, 0.38367, -1.82414], [1.72600, 0.73671, -1.29588], [-2.10957, 1.25301, 2.21973], [3.12771, -0.82439, -2.54612], [4.46289, -2.31533, -3.97841], [-4.16405, -0.67840, -0.61008], [-0.40611, -0.35142, 1.50775], [3.26509, 0.08639, 1.99719], [-3.21449, 1.49523, -0.99433], [-3.37951, 1.58584, 2.64386], [-4.26950, 0.63669, 3.11595], [-3.87755, -0.71470, 3.09931], [-1.70569, -0.61214, -0.75052], [-5.43685, -0.14654, -0.45049], [3.39684, 1.36988, 2.56083], [-5.59571, 1.23686, -0.58064], [-4.49410, 2.07013, -0.84910], [2.03435, -0.53907, 1.78979], [-1.68585, -0.07383, 2.18499], [0.81907, 0.16225, 2.07109], [1.97156, -1.62488, -2.71286], [-2.59383, -1.07914, 2.66528], [2.19169, 1.99238, 2.90697], [-1.46629, 2.03203, 1.81428], [-4.59540, -1.49348, 3.42525], [2.00587, -1.56043, 1.37732], [-6.59362, 1.68580, -0.49312], [4.47132, -3.29536, -3.47337], [3.77298, 1.07052, -1.66944], [-0.07524, -1.92007, -2.17167], [-0.27282, -1.42600, 1.26723], [6.06348, -1.66448, -1.91879], [-4.61692, 3.16885, -0.92469], [1.97482, -2.56944, -3.24864], [5.55951, 0.03728, -1.78466], [-5.29513, 0.92112, 3.37301], [4.35640, 1.87071, 2.63533], [-2.27397, -2.12713, 2.72053], [5.43009, -2.22455, -4.47811], [-4.04330, -1.76031, -0.51832], [6.30174, -0.59919, -3.26595], [-0.56687, 1.21488, -0.40707], [3.66513, -2.29429, -4.74253], [-6.27923, -0.80082, -0.24439], [1.56449, 1.66829, -0.78600], [-2.35544, 2.15610, -1.24798], [0.10398, 1.93191, 3.19791]]
}



No. 3
{
  "formula": "C2H2ClFO2",
  "method": "the ωB97M-V functional and the def2-TZVPD basis",
  "orbital_gap_ev": [9.427, 6.967],
  "multiplicity": 1,
  "lumo_energy_ev": [0.53, -0.97],
  "mol_weight_g_mol": 112.49,
  "e_tot_ev": -21437.538,
  "species": ["Cl", "F", "O", "O", "C", "C", "H", "H"],
  "positions_angstrom": [[1.30186, -0.93517, 2.64882], [0.75589, 1.51252, -0.68909], [0.68459, -2.33670, 0.56773], [-1.11861, 0.33146, -1.43273], [-0.42039, 0.88611, -0.43076], [0.52139, -1.33201, 1.14573], [-0.79969, 0.50728, -2.30423], [-0.92505, 1.36651, 0.49454]]
}



No. 4
{
  "formula": "C30H40Cl2N4O4Ti",
  "method": "the ωB97M-V functional and the def2-TZVPD basis",
  "orbital_gap_ev": 7.821,
  "multiplicity": 1,
  "total_charge": 2,
  "lumo_energy_ev": -5.74,
  "mol_weight_g_mol": 639.45,
  "e_tot_ev": -94060.983,
  "species": ["Ti", "Cl", "Cl", "O", "O", "O", "O", "N", "N", "N", "N", "C", "C", "C", "C", "C", "C", "C", "C", "C", "C", "C", "C", "C", "C", "C", "C", "C", "C", "C", "C", "C", "C", "C", "C", "C", "C", "C", "C", "C", "C", "H", "H", "H", "H", "H", "H", "H", "H", "H", "H", "H", "H", "H", "H", "H", "H", "H", "H", "H", "H", "H", "H", "H", "H", "H", "H", "H", "H", "H", "H", "H", "H", "H", "H", "H", "H", "H", "H", "H", "H"],
  "positions_angstrom": [[-0.37689, 0.01297, -1.21079], [0.10864, 2.84568, 1.28070], [-1.31740, 7.55729, -0.88517], [0.43323, -0.58721, 0.69607], [-0.73144, 1.75356, -1.28383], [-1.57328, 2.07282, -3.93495], [1.61844, 0.34463, -0.81296], [-1.84323, -0.63636, -2.82646], [-1.60627, -2.11906, 2.76034], [0.72244, 0.31682, -3.19556], [0.27394, -2.05750, -1.83938], [3.75996, 1.86903, -0.17150], [2.85049, -0.86621, 2.39741], [1.23912, -0.91167, -3.82957], [3.99591, -0.81275, 3.17145], [-3.30072, 0.52765, -0.49006], [5.03161, 0.07287, 2.89473], [-5.05470, -0.77922, 0.50380], [2.74263, -0.02488, 1.26832], [-1.14024, 5.85217, -1.02102], [-2.52860, -2.88672, 3.64630], [1.57835, -0.09296, 0.38358], [1.42794, -1.99401, -2.77792], [-0.50724, 3.75157, -0.05798], [-0.64513, 5.12432, 0.05150], [1.78217, -1.83452, 2.83343], [-0.88679, -2.84103, -2.32795], [-1.67603, -0.65753, 3.07639], [-1.71952, 3.23384, -3.61032], [-4.63758, 0.36934, -0.15158], [-2.74118, -1.50089, 0.60554], [3.78657, 0.88572, 0.96962], [-1.78811, -2.44804, 1.26933], [-2.29982, -0.40266, -0.15424], [-1.48887, 5.20767, -2.19371], [-1.34496, 3.82695, -2.31411], [-1.71261, -2.03109, -3.31402], [-4.09969, -1.70578, 0.87545], [-0.85286, 3.08247, -1.23064], [6.24372, 0.14011, 3.77357], [4.89600, 0.91570, 1.79974], [1.46893, -2.49835, 2.02451], [2.19043, -0.73560, -4.33291], [4.08466, -1.47528, 4.02399], [-2.15652, 3.95203, -4.32356], [0.91762, -1.27176, 3.19029], [-2.27365, -2.67287, 4.68130], [5.68878, 1.62051, 1.58042], [-1.78342, 0.03559, -3.58824], [3.84369, 1.37112, -1.13601], [-1.87305, 5.78102, -3.02801], [6.10171, 0.89785, 4.54722], [-2.76660, -0.50323, -2.42792], [7.12986, 0.41574, 3.20437], [-3.04168, 1.41405, -1.05684], [-2.13639, -3.48031, 1.24382], [-1.49998, -3.07870, -1.45801], [-0.79135, -2.38348, 0.84720], [4.59573, 2.55820, -0.07336], [-1.35886, -0.52621, 4.10871], [-2.41810, -3.94934, 3.44646], [0.18633, 0.88061, -3.84964], [-4.41212, -2.61381, 1.37980], [0.61302, -2.51863, -1.00033], [-3.54684, -2.56661, 3.44783], [-0.36972, 5.62226, 0.97080], [-2.70308, -0.32560, 2.95547], [-1.25878, -2.02881, -4.30078], [-0.56159, -3.78212, -2.77830], [1.58633, -2.96416, -3.25495], [0.53898, -1.22482, -4.59937], [-5.35554, 1.13081, -0.42810], [2.15432, -2.44657, 3.65304], [-2.69312, -2.49302, -3.42738], [-1.02599, -0.11821, 2.39446], [6.42742, -0.81028, 4.27146], [1.49301, 0.89664, -2.87777], [-6.10050, -0.94711, 0.72172], [2.30836, -1.76723, -2.17805], [2.83591, 2.44830, -0.18077], [-0.65625, -2.41571, 2.98383]]
}



No. 5
{
  "formula": "C7H7N2O",
  "method": "the ωB97M-V functional and the def2-TZVPD basis",
  "orbital_gap_ev": 6.897,
  "multiplicity": 1,
  "total_charge": 1,
  "lumo_energy_ev": -5.11,
  "mol_weight_g_mol": 135.15,
  "e_tot_ev": -12388.639,
  "species": ["O", "N", "N", "C", "C", "C", "C", "C", "C", "C", "H", "H", "H", "H", "H", "H", "H"],
  "positions_angstrom": [[-1.41854, -2.44131, 0.56090], [3.23048, -1.03598, 0.19885], [0.83016, -0.85373, -0.79423], [-2.06902, 1.00472, -0.23654], [-2.36285, -0.37483, -0.38877], [0.24470, 1.18806, 0.85899], [1.03658, 0.24957, 0.27773], [-1.05674, 1.63412, 0.40397], [-1.79760, -1.45812, 0.10751], [1.97595, -0.66468, 0.00562], [-3.32237, -0.43438, -1.05725], [-2.86512, 1.77750, -0.56016], [0.65475, 1.74137, 1.56636], [-1.33279, 2.62023, 0.50767], [3.85844, -0.47613, 0.71426], [3.63249, -1.76280, -0.38541], [0.76150, -0.71360, -1.77953]]
}